Entry 1:
Entry from the Open Molecules 2025 dataset: 2 unconnected molecules or ions with the total composition C8H15O2 in a non-equilibrium geometry (ωB97M-V/def2-TZVPD).

The geometry in ORCA input format:
```
! RIJCOSX wB97M-V def2-TZVPD def2/J DEFGRID3
* xyz 1 3
C -1.32630 1.24698 0.51816
C 0.62951 0.60744 -0.17827
C 0.35753 -0.02878 0.95432
C -2.62211 1.76939 0.50583
C 2.80388 1.74505 -0.95188
C 1.84477 0.58178 -1.09268
C 1.32600 -0.77496 1.76904
C -2.20145 -2.00949 -0.74369
O -0.46930 1.49732 -0.40331
O -0.88243 0.34185 1.31830
H -3.16715 1.17561 -0.20800
H -2.58443 2.79527 0.10160
H -3.04923 1.74496 1.59066
H 3.48812 1.74938 -1.82255
H 3.25789 1.80840 0.02191
H 2.30722 2.61759 -1.09294
H 2.29930 -0.36956 -0.97928
H 1.37966 0.63451 -2.07087
H -2.67086 -1.39785 -0.03785
H 2.23427 -0.28290 2.19142
H 1.68372 -1.65294 1.02281
H 0.75855 -1.24381 2.61384
H -2.72551 -2.21031 -1.67927
H -2.01291 -3.02931 -0.23347
H -1.24904 -1.56582 -1.01305
*
```

The largest force on an atom comes out at 0.162 Eh/bohr. Its relative energy (zero: lowest compared OMol25 entry of this formula, charge and spin) is 0.0 kcal per mole. As for the orbital gap (alpha / beta): 6.3 / 8.2 eV. As for the expectation value of S²: 2.005. As for the lowest unoccupied orbital energy (alpha / beta): -0.1333 / -0.2940 Eh.

Here are the Löwdin charges for atoms 1 to 2, given in e:
1. C -0.501
2. C -0.021


Entry 2:
Entry from the Open Molecules 2025 dataset: 2 unconnected molecules or ions with the total composition C8H15O2P in a non-equilibrium geometry (ωB97M-V/def2-TZVPD).

The geometry in ORCA input format:
```
! RIJCOSX wB97M-V def2-TZVPD def2/J DEFGRID3
* xyz 0 1
C 0.71928 1.90475 0.89817
C -0.16144 0.96731 0.09785
C 0.13913 0.95414 -1.32540
C -1.52159 1.57135 0.48393
P -0.31298 -0.80996 1.11710
C -1.12968 -2.03966 -0.12733
C 0.17515 -2.28656 -0.88493
C 1.09521 -1.70442 0.17702
H 0.45922 1.70560 1.92891
H 0.60169 2.84519 0.64545
H 1.70565 1.49693 0.84415
H -0.40514 0.23971 -1.92613
H 1.22074 0.72495 -1.57397
H -0.01603 1.89423 -1.73808
H -2.26556 1.01150 -0.01787
H -1.72420 1.46816 1.53532
H -1.60105 2.68130 0.20627
H -1.97853 -1.65162 -0.67122
H -1.56424 -2.81322 0.52149
H 0.31016 -3.28538 -1.10151
H 0.06409 -1.66462 -1.88047
H 1.44820 -2.48412 0.74112
H 2.05551 -1.26883 -0.03854
O 1.53806 -0.18730 4.42742
C 1.86777 -1.21062 4.02349
O 2.19311 -2.26221 3.62425
*
```

The largest force on an atom comes out at 0.130 Eh/bohr. Its relative energy (zero: lowest compared OMol25 entry of this formula, charge and spin) is 60.3 kcal per mole. As for the orbital gap: 9.3 eV. The SMILES is CC(C)(C)P1CCC1.O=C=O. As for the lowest unoccupied orbital energy: 0.0243 Eh.

Here are the Löwdin charges for atoms 1 to 2, given in e:
1. C -0.110
2. C -0.689


Entry 3:
Entry from the Open Molecules 2025 dataset: a molecular structure, C8H16AlBrCl4F4N (ωB97M-V/def2-TZVPD).

The geometry in ORCA input format:
```
! RIJCOSX wB97M-V def2-TZVPD def2/J DEFGRID3
* xyz -1 1
C -2.34692 -1.69828 -1.33058
N -0.97469 -1.57216 -1.78418
C 0.09707 -1.90562 -0.81178
Al -0.31668 -2.49600 1.07091
Br 0.82096 -4.59933 1.38750
C 0.50029 -1.24386 2.51106
F 0.39430 -1.81766 3.77524
F -0.22245 -0.04608 2.61747
C 1.94802 -0.76346 2.45130
F 2.26946 -0.36454 1.17966
F 2.80693 -1.76572 2.76743
H -3.01955 -1.45765 -2.16153
H -2.54221 -2.72947 -1.02220
H -2.60622 -1.03456 -0.48806
H -0.83172 -0.64143 -2.15378
H 0.71488 -2.70634 -1.24461
H 0.77311 -1.04168 -0.74586
H -1.83512 -2.72189 1.50565
H 2.14442 0.07943 3.11982
Cl 5.44311 3.38976 0.51323
C 5.70395 2.48985 2.03215
C 4.51126 1.65678 2.42337
Cl 3.11231 2.65389 2.89473
H 5.94576 3.21773 2.80248
H 6.56155 1.83889 1.87161
H 4.77043 1.04135 3.28370
H 4.18683 1.00885 1.61213
Cl -5.32976 -0.36632 -3.48371
C -5.45555 1.40432 -3.34781
C -4.18353 2.09740 -3.76672
Cl -2.85033 1.79982 -2.62602
H -5.70615 1.63794 -2.31611
H -6.27255 1.71971 -3.99529
H -4.35058 3.17337 -3.79170
H -3.86062 1.76296 -4.74950
*
```

The largest force on an atom comes out at 0.005 Eh/bohr. As for the orbital gap: 6.9 eV. As for the lowest unoccupied orbital energy: 0.0864 Eh.

Here are the Löwdin charges for atoms 1 to 2, given in e:
1. C -0.222
2. N -0.204


Repeat the first record exactly.
Entry from the Open Molecules 2025 dataset: 2 unconnected molecules or ions with the total composition C8H15O2 in a non-equilibrium geometry (ωB97M-V/def2-TZVPD).

The geometry in ORCA input format:
```
! RIJCOSX wB97M-V def2-TZVPD def2/J DEFGRID3
* xyz 1 3
C -1.32630 1.24698 0.51816
C 0.62951 0.60744 -0.17827
C 0.35753 -0.02878 0.95432
C -2.62211 1.76939 0.50583
C 2.80388 1.74505 -0.95188
C 1.84477 0.58178 -1.09268
C 1.32600 -0.77496 1.76904
C -2.20145 -2.00949 -0.74369
O -0.46930 1.49732 -0.40331
O -0.88243 0.34185 1.31830
H -3.16715 1.17561 -0.20800
H -2.58443 2.79527 0.10160
H -3.04923 1.74496 1.59066
H 3.48812 1.74938 -1.82255
H 3.25789 1.80840 0.02191
H 2.30722 2.61759 -1.09294
H 2.29930 -0.36956 -0.97928
H 1.37966 0.63451 -2.07087
H -2.67086 -1.39785 -0.03785
H 2.23427 -0.28290 2.19142
H 1.68372 -1.65294 1.02281
H 0.75855 -1.24381 2.61384
H -2.72551 -2.21031 -1.67927
H -2.01291 -3.02931 -0.23347
H -1.24904 -1.56582 -1.01305
*
```

The largest force on an atom comes out at 0.162 Eh/bohr. Its relative energy (zero: lowest compared OMol25 entry of this formula, charge and spin) is 0.0 kcal per mole. As for the orbital gap (alpha / beta): 6.3 / 8.2 eV. As for the expectation value of S²: 2.005. As for the lowest unoccupied orbital energy (alpha / beta): -0.1333 / -0.2940 Eh.

Here are the Löwdin charges for atoms 1 to 2, given in e:
1. C -0.501
2. C -0.021


What did the third record say?
Entry from the Open Molecules 2025 dataset: a molecular structure, C8H16AlBrCl4F4N (ωB97M-V/def2-TZVPD).

The geometry in ORCA input format:
```
! RIJCOSX wB97M-V def2-TZVPD def2/J DEFGRID3
* xyz -1 1
C -2.34692 -1.69828 -1.33058
N -0.97469 -1.57216 -1.78418
C 0.09707 -1.90562 -0.81178
Al -0.31668 -2.49600 1.07091
Br 0.82096 -4.59933 1.38750
C 0.50029 -1.24386 2.51106
F 0.39430 -1.81766 3.77524
F -0.22245 -0.04608 2.61747
C 1.94802 -0.76346 2.45130
F 2.26946 -0.36454 1.17966
F 2.80693 -1.76572 2.76743
H -3.01955 -1.45765 -2.16153
H -2.54221 -2.72947 -1.02220
H -2.60622 -1.03456 -0.48806
H -0.83172 -0.64143 -2.15378
H 0.71488 -2.70634 -1.24461
H 0.77311 -1.04168 -0.74586
H -1.83512 -2.72189 1.50565
H 2.14442 0.07943 3.11982
Cl 5.44311 3.38976 0.51323
C 5.70395 2.48985 2.03215
C 4.51126 1.65678 2.42337
Cl 3.11231 2.65389 2.89473
H 5.94576 3.21773 2.80248
H 6.56155 1.83889 1.87161
H 4.77043 1.04135 3.28370
H 4.18683 1.00885 1.61213
Cl -5.32976 -0.36632 -3.48371
C -5.45555 1.40432 -3.34781
C -4.18353 2.09740 -3.76672
Cl -2.85033 1.79982 -2.62602
H -5.70615 1.63794 -2.31611
H -6.27255 1.71971 -3.99529
H -4.35058 3.17337 -3.79170
H -3.86062 1.76296 -4.74950
*
```

The largest force on an atom comes out at 0.005 Eh/bohr. As for the orbital gap: 6.9 eV. As for the lowest unoccupied orbital energy: 0.0864 Eh.

Here are the Löwdin charges for atoms 1 to 2, given in e:
1. C -0.222
2. N -0.204